Below is a structure of composition C5H8O2 at a distorted geometry, with properties calculated with ωB97M-V with the def2-TZVPD basis set.

Each line ends with the Mulliken charge.
Element x y z (Å)
O: 2.453072 0.589352 0.762655  -0.5137
C: 1.644285 -0.354145 0.051422  -0.5856
C: 0.151201 -0.224483 0.394063  -0.0325
C: -0.615656 0.730898 -0.448101  -0.5400
C: -2.047009 0.466119 -0.171011  -0.7720
C: -1.406369 -1.369968 0.047151  0.3308
O: -1.669812 -2.432701 -0.393378  -0.3875
H: 3.381197 0.338864 0.627321  0.3095
H: 1.934634 -1.374650 0.305633  0.3297
H: 1.781822 -0.205588 -1.032425  0.2848
H: 0.028913 0.021394 1.458668  0.3194
H: -0.100769 1.588939 -0.000012  0.3310
H: -0.385133 0.651656 -1.519962  0.3345
H: -2.764508 0.863300 -0.919901  0.3086
H: -2.385867 0.711010 0.837876  0.2831

Forces on atoms 1 to 6 (eV/Å):
-0.148 -0.198 0.013
-0.507 -0.792 -0.220
-0.529 -1.334 -0.069
0.630 0.578 0.284
0.165 -1.097 0.230
0.542 1.129 -1.323

* spin multiplicity: 1
* energy relative to the best compared isomer or geometry (same formula, charge and spin): 374.5 kJ/mol
* orbital gap: 9.399 eV
* E_HOMO: -0.318 Ha

***

Below is an isolated molecule of C5H8O2, with properties calculated with ωB97M-V with the def2-TZVPD basis set.

Each line ends with the Mulliken charge.
Element x y z (Å)
C: 0.777025 -0.146199 1.126545  -1.9161
C: -0.081235 0.335644 0.011973  1.4978
C: 0.352117 0.925510 -1.289355  -0.8099
C: -0.544681 1.708292 -0.352031  -0.7244
O: -1.181592 -0.635114 -0.065093  -0.2816
C: -0.814240 -1.786775 0.416939  0.3167
O: 0.217041 -2.552584 0.143293  -0.3893
H: 1.849978 -0.028641 0.923679  0.4004
H: 0.969254 -1.923509 0.291281  0.4284
H: 0.539034 0.332217 2.080967  0.1732
H: 1.395698 1.214520 -1.382606  0.2531
H: -0.101830 0.555202 -2.204548  0.2278
H: -0.118584 2.528109 0.219083  0.2506
H: -1.578648 1.845039 -0.657731  0.2404
H: -1.679335 -2.371712 0.737604  0.3331

Forces on atoms 1 to 6 (eV/Å):
0.077 0.294 0.070
0.123 0.057 -0.012
0.126 -0.068 -0.166
-0.093 0.131 0.107
0.055 -0.257 0.155
-0.244 -0.081 -0.228

* spin multiplicity: 1
* energy relative to the best compared isomer or geometry (same formula, charge and spin): 495.1 kJ/mol
* orbital gap (alpha / beta): 7.247 / 7.251 eV
* E_HOMO (alpha / beta): -0.268 / -0.268 Ha

***

Below is a cluster of 2 separate species, C5H8O2 in total at a distorted geometry, with properties calculated with ωB97M-V with the def2-TZVPD basis set.

Each line ends with the Mulliken charge.
Element x y z (Å)
C: 1.363848 -1.721545 0.712167  -1.1018
C: -0.214102 2.351906 -1.145079  -0.9850
C: 0.256608 -0.874936 0.297271  0.7098
C: -0.530675 0.896931 -1.421250  0.5240
C: -0.368926 0.030482 -0.280127  -0.4750
O: -1.061785 -1.148665 1.964523  -0.6761
O: -0.979148 0.511125 -2.481132  -0.5510
H: -1.514111 -1.970680 1.747537  0.3401
H: -1.442394 -0.389777 1.355509  0.4115
H: 1.591520 -1.548265 1.764539  0.2934
H: 1.117068 -2.775379 0.586584  0.2839
H: 2.240813 -1.489408 0.108014  0.3108
H: -0.154971 2.899968 -2.085007  0.2987
H: -1.017810 2.784798 -0.543747  0.2751
H: 0.714066 2.443444 -0.579804  0.3415

Forces on atoms 1 to 6 (eV/Å):
-0.256 -0.398 0.577
0.129 0.010 -0.254
-0.023 2.447 -2.149
-0.764 0.511 -0.045
1.417 -1.939 0.413
-1.323 1.714 -0.330

* spin multiplicity: 1
* SMILES: CC#CC(C)=O.O
* energy relative to the best compared isomer or geometry (same formula, charge and spin): 304.4 kJ/mol
* orbital gap: 9.979 eV
* E_HOMO: -0.343 Ha

***

Below is an isolated molecule of C5H8O2 at a distorted geometry, with properties calculated with ωB97M-V with the def2-TZVPD basis set.

Each line ends with the Mulliken charge.
Element x y z (Å)
C: -1.346867 0.008961 0.496416  -0.3847
C: -0.970977 0.140594 -0.918138  -0.3893
O: -0.062428 1.084492 -1.257749  -0.3532
C: 0.947967 1.353593 -0.383559  -0.3274
C: 1.530868 -0.628392 -0.086714  -0.5726
O: 0.799224 -1.267770 0.878681  -0.3291
C: -0.516102 -1.111780 0.993680  -0.1923
H: -1.303397 0.939303 1.087498  0.2891
H: -2.377064 -0.358574 0.527625  0.2777
H: -1.568097 -0.164574 -1.765975  0.3893
H: 0.653836 1.598719 0.635148  0.2104
H: 1.523912 2.179593 -0.843150  0.2718
H: 1.074367 -0.793447 -1.058863  0.3886
H: 2.532041 -1.082046 0.000266  0.3077
H: -0.924661 -1.828530 1.707622  0.4140

Forces on atoms 1 to 6 (eV/Å):
-0.108 -0.225 0.063
-0.267 0.434 -0.421
-0.211 -0.052 -0.441
0.949 -1.334 0.782
-0.166 1.291 -0.932
0.476 0.492 0.377

* spin multiplicity: 1
* energy relative to the best compared isomer or geometry (same formula, charge and spin): 635.5 kJ/mol
* orbital gap (alpha / beta): 7.989 / 7.686 eV
* E_HOMO (alpha / beta): -0.258 / -0.252 Ha

***

Below is a cluster of 2 separate species, C5H8O2 in total at a distorted geometry, with properties calculated with ωB97M-V with the def2-TZVPD basis set.

Each line ends with the Mulliken charge.
Element x y z (Å)
O: 0.756408 0.813581 -1.653828  -0.4428
C: 0.967462 0.667506 -0.218291  -0.3323
C: -0.284624 1.111558 0.578502  -0.3727
C: -0.777364 -0.318494 0.404935  0.3369
C: -1.967240 -0.935348 0.577757  -0.9453
O: -0.869896 0.058381 -1.476696  -0.3366
C: 0.645455 -0.796269 0.144664  -0.4594
H: 0.549122 1.745647 -1.831004  0.3715
H: 1.947129 1.085245 0.034157  0.3495
H: -0.906727 1.897302 0.142178  0.3332
H: -0.029741 1.360176 1.615409  0.3128
H: -2.055662 -2.012304 0.476128  0.2736
H: -2.854738 -0.375329 0.854269  0.2713
H: 0.779254 -1.527565 -0.653435  0.3277
H: 1.171359 -1.109234 1.053912  0.3125

Forces on atoms 1 to 6 (eV/Å):
1.389 0.815 0.189
0.242 0.130 -0.110
-0.042 0.117 0.146
0.484 0.432 -0.819
-0.389 -0.246 0.225
-1.808 -0.910 0.400

* spin multiplicity: 1
* energy relative to the best compared isomer or geometry (same formula, charge and spin): 719.6 kJ/mol
* orbital gap (alpha / beta): 8.830 / 7.943 eV
* E_HOMO (alpha / beta): -0.308 / -0.306 Ha

***

Below is an isolated molecule of C5H8O2 at a distorted geometry, with properties calculated with ωB97M-V with the def2-TZVPD basis set.

Each line ends with the Mulliken charge.
Element x y z (Å)
C: 1.075031 0.477789 1.772665  -0.9470
C: 0.442728 1.101461 0.472293  -0.5526
C: 0.385883 0.132572 -1.002212  -0.5906
C: -0.770315 -0.713476 -0.654255  0.6322
O: -1.098833 -0.797080 0.512913  -0.4905
C: -1.758231 -1.386728 -1.602532  -0.1202
O: -1.931701 -1.120014 -2.763914  -0.4466
H: 0.361911 -0.022945 2.443421  0.2606
H: 1.572855 1.255070 2.382707  0.3234
H: 1.851665 -0.251427 1.533717  0.2734
H: 1.073496 1.908548 0.147573  0.4139
H: -0.549211 1.489079 0.765882  0.3258
H: 0.369551 0.375372 -2.112374  0.3093
H: 1.351186 -0.342697 -0.865997  0.2702
H: -2.376016 -2.105524 -1.029887  0.3387

Forces on atoms 1 to 6 (eV/Å):
0.031 -0.066 -0.557
0.312 0.021 -1.242
0.078 0.706 1.623
-0.125 -0.260 0.865
-0.686 -0.948 -0.304
-0.077 -0.050 -0.506

* spin multiplicity: 1
* SMILES: CCCC(=O)C=O
* energy relative to the best compared isomer or geometry (same formula, charge and spin): 227.3 kJ/mol
* orbital gap: 9.455 eV
* E_HOMO: -0.360 Ha